Entry 1:
C27H51KN2O4PSSbSe4 | ωB97M-V with the def2-TZVPD basis set

* E_LUMO: 0.1060 Eh
* ΔE to the lowest compared entry with this formula, charge and spin: 10.2 kcal per mole
* charge: -2
* 2S+1: 1

Cartesian coordinates (Å):
K: -0.025 0.971 -0.179
C: -1.109 -1.698 -2.090
C: -2.425 -0.989 -1.892
O: -2.193 0.408 -1.682
C: -3.338 1.061 -1.139
C: -3.534 0.794 0.336
O: -2.356 1.239 1.007
C: -2.172 0.616 2.294
C: -1.721 -0.810 2.227
O: -0.372 -0.859 1.719
C: 0.009 -2.186 1.372
C: -0.613 -2.621 0.065
O: -0.271 -1.651 -0.948
H: -1.326 -2.735 -2.372
H: -0.543 -1.227 -2.901
H: -3.041 -1.124 -2.793
H: -2.973 -1.436 -1.051
H: -3.172 2.131 -1.309
H: -4.244 0.758 -1.677
H: -4.409 1.354 0.693
H: -3.749 -0.264 0.532
H: -1.414 1.217 2.802
H: -3.108 0.611 2.862
H: -1.774 -1.258 3.222
H: -2.396 -1.400 1.598
H: 1.102 -2.175 1.302
H: -0.316 -2.895 2.143
H: -0.212 -3.602 -0.223
H: -1.701 -2.728 0.160
C: -1.986 4.784 0.901
N: -1.807 4.165 2.201
C: -3.060 3.673 2.779
C: -0.597 3.693 2.568
S: 0.722 3.655 1.496
N: -0.457 3.268 3.846
C: -1.160 3.879 4.963
C: 0.657 2.417 4.225
H: -2.880 5.407 0.946
H: -2.123 4.022 0.128
H: -1.122 5.392 0.649
H: -3.667 3.256 1.976
H: -3.612 4.479 3.268
H: -2.882 2.870 3.484
H: -1.717 4.750 4.630
H: -0.421 4.206 5.699
H: -1.844 3.178 5.447
H: 0.858 1.688 3.445
H: 0.375 1.882 5.132
H: 1.565 3.001 4.407
C: 4.766 0.063 -4.202
C: 3.339 0.448 -3.815
C: 2.405 -0.702 -4.219
C: 2.909 1.701 -4.583
P: 3.005 0.701 -1.978
C: 3.857 -0.755 -1.253
C: 5.238 -0.914 -1.105
C: 5.764 -2.067 -0.546
C: 4.920 -3.091 -0.130
C: 3.550 -2.951 -0.276
C: 3.023 -1.788 -0.828
C: 3.929 2.217 -1.343
C: 4.055 2.029 0.175
C: 5.297 2.572 -1.925
C: 2.986 3.408 -1.580
H: 4.819 -0.062 -5.289
H: 5.058 -0.883 -3.746
H: 5.497 0.820 -3.920
H: 2.527 -0.912 -5.286
H: 1.360 -0.446 -4.037
H: 2.630 -1.616 -3.666
H: 2.894 1.481 -5.655
H: 3.594 2.535 -4.426
H: 1.905 2.019 -4.293
H: 5.914 -0.136 -1.430
H: 6.837 -2.168 -0.432
H: 5.331 -3.990 0.313
H: 2.879 -3.733 0.055
H: 1.947 -1.687 -0.925
H: 4.770 1.247 0.433
H: 3.095 1.777 0.632
H: 4.387 2.967 0.629
H: 6.043 1.795 -1.767
H: 5.663 3.478 -1.430
H: 5.244 2.784 -2.993
H: 2.002 3.234 -1.142
H: 2.852 3.623 -2.641
H: 3.402 4.302 -1.106
Se: -6.410 -4.777 3.345
Sb: -4.586 -3.250 2.764
Se: -4.465 -2.931 0.272
Se: -4.977 -0.987 3.759
Se: -2.376 -4.139 3.496

Atomic partial charges in e from the Mulliken method, atoms 1 to 8: K 0.77; C -0.78; C 0.41; O -0.42; C -0.84; C -0.05; O 0.65; C 0.26

Entry 2:
C3H7N3O | ωB97M-V with the def2-TZVPD basis set

* E_LUMO: 0.0289 Eh
* ΔE to the lowest compared entry with this formula, charge and spin: 48.6 kcal per mole
* structure (SMILES): [H]/N=C(\[O-])[N@H+](C)/C=N/[H]
* 2S+1: 1

Cartesian coordinates (Å):
H: -1.663 1.970 -1.299
N: -1.154 1.213 -0.876
C: 0.030 1.447 -0.446
O: 0.956 2.220 -0.368
N: 0.319 -0.053 0.275
C: 1.591 -0.680 -0.127
C: -0.899 -0.797 -0.062
N: -1.697 -1.058 0.878
H: -2.463 -1.634 0.540
H: 0.291 0.087 1.288
H: 1.599 -0.827 -1.211
H: 1.695 -1.642 0.379
H: 2.424 -0.024 0.137
H: -0.906 -1.144 -1.096

Atomic partial charges in e from the Mulliken method, atoms 1 to 8: H 0.21; N -0.53; C 0.44; O -0.58; N -0.12; C -0.88; C 0.08; N -0.65

Entry 3:
C7H8OP | ωB97M-V with the def2-TZVPD basis set

* E_LUMO: -0.2097 Eh
* ΔE to the lowest compared entry with this formula, charge and spin: 14.2 kcal per mole
* charge: +1
* 2S+1: 1

Cartesian coordinates (Å):
C: 0.238 0.112 -2.414
C: 0.803 0.857 -1.420
C: -0.622 -0.906 -2.003
C: -0.897 -1.173 -0.702
C: 0.613 0.621 -0.070
C: 0.373 0.932 2.366
C: -0.235 -0.532 0.423
O: 1.070 1.368 0.877
P: -1.292 0.158 1.969
H: 0.302 0.339 -3.426
H: 1.444 1.604 -1.734
H: -1.117 -1.405 -2.738
H: -1.585 -1.971 -0.287
H: 1.149 0.333 2.632
H: 0.381 1.973 2.727
H: 0.371 -1.428 0.897
H: -0.996 -0.882 2.904

Atomic partial charges in e from the Mulliken method, atoms 1 to 8: C -0.30; C -0.70; C -0.62; C -0.58; C 0.60; C -0.47; C 0.32; O -0.44

Entry 4:
C9H15F7N3O7RhS2 | ωB97M-V with the def2-TZVPD basis set

* E_LUMO: -0.0333 Eh
* ΔE to the lowest compared entry with this formula, charge and spin: 27.6 kcal per mole
* 2S+1: 1

Cartesian coordinates (Å):
Rh: 0.546 -1.221 -0.352
N: 1.393 -2.362 1.067
C: 0.779 -3.689 1.303
C: 0.408 -4.348 -0.023
C: -0.868 -3.742 -0.571
O: -1.877 -4.383 -0.746
O: -0.866 -2.443 -0.844
H: 2.350 -2.454 0.728
H: 1.432 -1.815 1.929
H: -0.107 -3.533 1.919
H: 1.477 -4.301 1.873
H: 0.238 -5.413 0.109
H: 1.214 -4.196 -0.742
F: 0.520 2.577 4.186
C: -0.057 2.323 3.023
F: -1.299 1.887 3.231
F: -0.104 3.429 2.293
S: 0.854 0.995 2.134
O: 0.011 0.701 0.970
O: 1.011 -0.090 3.064
N: 2.170 1.778 1.766
S: 3.114 1.115 0.680
O: 2.663 -0.250 0.410
O: 4.491 1.337 0.943
C: 2.792 2.089 -0.853
F: 2.865 3.385 -0.575
F: 3.708 1.777 -1.759
F: 1.584 1.820 -1.342
C: -3.145 2.337 -1.235
N: -2.307 1.149 -1.125
C: -2.789 0.116 -0.217
C: -1.205 1.008 -1.867
C: -0.930 2.052 -2.917
O: -0.387 0.078 -1.752
H: -3.783 2.382 -0.356
H: -3.784 2.304 -2.121
H: -2.546 3.244 -1.261
H: -3.828 -0.109 -0.464
H: -2.730 0.458 0.816
H: -2.221 -0.796 -0.348
H: -1.813 2.272 -3.515
H: -0.131 1.686 -3.552
H: -0.601 2.978 -2.441
F: 1.758 -2.132 -1.465

Atomic partial charges in e from the Mulliken method, atoms 1 to 8: Rh 1.08; N -0.11; C -0.75; C -0.48; C 0.51; O -0.64; O -0.71; H 0.43

Entry 5:
C4H7FN3O | ωB97M-V with the def2-TZVPD basis set

* E_LUMO: -0.1415 Eh
* ΔE to the lowest compared entry with this formula, charge and spin: 43.5 kcal per mole
* charge: +1
* 2S+1: 1

Cartesian coordinates (Å):
C: 1.817 -1.050 -0.537
C: -2.740 -0.293 -0.218
C: 0.420 0.933 0.034
C: -3.597 0.469 0.199
N: 1.394 0.173 -0.710
N: 1.530 -1.621 0.587
N: 0.226 0.460 1.177
O: -0.142 1.959 -0.486
F: -1.764 -1.058 -0.650
H: 2.509 -1.412 -1.325
H: -4.248 0.845 0.974
H: 1.935 0.581 -1.548
H: 1.537 -2.588 0.789
H: 0.849 -0.892 1.138
H: -0.101 1.122 1.832
H: 0.373 2.372 -1.256

Atomic partial charges in e from the Mulliken method, atoms 1 to 8: C 0.00; C 0.05; C 0.52; C -0.15; N -0.18; N -0.32; N -0.48; O -0.40

Entry 6:
C4H10N2O | ωB97M-V with the def2-TZVPD basis set

* E_LUMO: 0.0372 Eh
* ΔE to the lowest compared entry with this formula, charge and spin: 48.7 kcal per mole
* structure (SMILES): CN[C@H](C)C(N)=O
* 2S+1: 1

Cartesian coordinates (Å):
C: -0.159 -1.947 -0.379
N: 1.092 -0.980 -0.275
C: 0.661 0.165 0.652
C: 0.050 0.007 1.983
C: -0.246 0.971 -0.376
N: -0.340 0.591 -1.757
O: -1.060 1.741 0.109
H: -0.488 -2.270 0.598
H: -0.831 -1.469 -1.000
H: 0.266 -2.904 -0.886
H: 1.872 -1.479 0.064
H: 1.563 0.794 0.802
H: -0.986 0.220 1.972
H: 0.570 0.665 2.694
H: 0.193 -0.982 2.393
H: -1.207 0.839 -2.252
H: 0.422 0.211 -2.316

Atomic partial charges in e from the Mulliken method, atoms 1 to 8: C -0.90; N -0.52; C 0.40; C -1.39; C 0.30; N -0.44; O -0.59; H 0.29

Entry 7:
C39H26CeCl2F5N6O3S2 | ωB97M-V with the def2-TZVPD basis set

* E_LUMO (alpha / beta): -0.0039 / -0.0035 Eh
* ΔE to the lowest compared entry with this formula, charge and spin: 0.0 kcal per mole
* 2S+1: 2

Cartesian coordinates (Å):
Ce: 11.912 10.950 12.865
Cl: 6.851 13.915 8.182
C: 8.135 13.741 9.353
C: 8.358 12.528 9.960
C: 9.449 12.300 10.871
N: 9.728 11.077 11.467
C: 9.315 9.916 10.937
O: 8.710 9.723 9.871
C: 9.582 8.683 11.737
C: 8.942 7.493 11.384
C: 9.104 6.378 12.208
C: 9.902 6.490 13.361
C: 10.540 7.705 13.579
N: 10.378 8.779 12.827
C: 10.281 13.404 11.203
C: 10.029 14.651 10.598
C: 8.975 14.816 9.668
Cl: 8.724 16.344 8.904
N: 11.227 13.218 12.251
C: 12.062 14.195 12.737
O: 12.381 15.262 12.182
C: 12.600 13.915 14.141
C: 13.464 14.805 14.760
C: 13.818 14.618 16.119
C: 13.232 13.578 16.804
C: 12.487 12.661 16.100
N: 12.239 12.825 14.792
H: 7.740 11.666 9.722
H: 8.263 7.463 10.555
H: 8.562 5.444 12.007
H: 10.066 5.672 14.045
H: 11.211 7.772 14.428
H: 10.598 15.520 10.918
H: 13.733 15.688 14.205
H: 14.502 15.332 16.547
H: 13.380 13.452 17.852
H: 12.078 11.779 16.570
F: 13.754 8.280 19.297
C: 13.764 8.306 17.980
C: 12.847 9.131 17.304
F: 12.012 9.871 18.020
C: 12.864 9.194 15.928
F: 11.882 9.929 15.285
C: 13.767 8.528 15.136
S: 13.918 8.740 13.422
C: 14.646 7.701 15.856
F: 15.571 6.976 15.187
C: 14.659 7.609 17.206
F: 15.592 6.832 17.818
O: 14.123 11.917 12.461
S: 15.452 11.292 12.056
C: 16.553 11.452 13.472
C: 16.129 12.139 14.592
C: 17.050 12.397 15.598
C: 18.350 11.954 15.455
C: 18.749 11.214 14.338
C: 17.845 10.998 13.327
C: 16.237 12.527 11.046
C: 15.962 13.864 11.298
C: 16.630 14.853 10.591
C: 17.462 14.483 9.545
C: 17.672 13.137 9.275
C: 17.112 12.130 10.033
H: 15.134 12.567 14.667
H: 16.733 13.032 16.427
H: 19.010 12.109 16.323
H: 19.754 10.808 14.217
H: 18.168 10.584 12.404
H: 15.151 14.077 12.037
H: 16.441 15.922 10.765
H: 17.959 15.232 8.904
H: 18.245 12.877 8.423
H: 17.341 11.097 9.852
C: 10.800 11.385 7.761
N: 11.549 10.249 8.295
C: 11.097 8.930 7.954
C: 12.118 10.368 9.451
N: 12.687 10.310 10.448
H: 9.779 11.407 8.121
H: 10.847 11.287 6.682
H: 11.249 12.341 8.077
H: 10.098 8.712 8.406
H: 11.769 8.200 8.354
H: 11.073 8.868 6.855

Atomic partial charges in e from the Mulliken method, atoms 1 to 8: Ce 0.52; Cl -0.23; C 0.06; C -0.87; C 0.07; N 0.07; C -0.20; O -0.77

Entry 8:
C18H35N2PmS | ωB97M-V with the def2-TZVPD basis set

* E_LUMO (alpha / beta): -0.2646 / -0.2559 Eh
* charge: +2
* 2S+1: 5

Cartesian coordinates (Å):
C: -1.406 0.784 3.262
H: -1.318 0.799 4.366
H: -2.461 0.969 2.981
H: -0.848 1.674 2.906
C: -1.032 -0.597 2.668
H: -1.678 -0.731 1.752
H: -0.002 -0.726 2.265
C: -1.324 -1.673 3.738
H: -0.855 -2.661 3.552
H: -1.012 -1.333 4.736
H: -2.409 -1.801 3.870
C: -1.580 -1.291 -2.453
C: -2.037 -2.245 -1.480
C: -2.785 -1.531 -0.482
C: -2.761 -0.151 -0.830
C: -1.995 0.018 -2.024
C: -1.656 1.329 -2.663
C: -3.535 0.903 -0.101
C: -3.620 -2.117 0.610
C: -1.665 -3.687 -1.383
C: -0.537 -1.562 -3.489
Pm: -0.251 -0.914 -0.441
H: -3.165 1.914 -0.326
H: -4.615 0.863 -0.361
H: -3.456 0.795 0.996
H: -1.885 2.146 -1.969
H: -0.577 1.393 -2.863
H: -2.192 1.501 -3.612
H: 0.173 -2.347 -3.154
H: -1.010 -1.897 -4.432
H: 0.063 -0.656 -3.708
H: -2.285 -4.174 -0.612
H: -1.845 -4.171 -2.361
H: -0.596 -3.843 -1.092
H: -3.388 -1.688 1.596
H: -4.692 -1.934 0.409
H: -3.451 -3.195 0.683
C: 3.295 2.386 2.395
C: 3.786 1.304 1.464
N: 2.637 0.530 0.904
C: 2.854 -0.083 -0.301
S: 2.369 -1.701 -0.623
N: 3.574 0.628 -1.213
C: 3.205 2.082 -1.493
C: 4.374 2.782 -2.137
H: 2.557 3.021 1.894
H: 4.141 3.009 2.696
H: 2.871 1.966 3.311
H: 4.370 1.739 0.642
H: 4.449 0.600 1.994
H: 2.220 -0.085 1.624
H: 3.753 0.090 -2.068
H: 2.326 2.091 -2.155
H: 2.896 2.540 -0.545
H: 4.441 2.510 -3.189
H: 4.239 3.861 -2.089
H: 5.330 2.564 -1.665

Atomic partial charges in e from the Mulliken method, atoms 1 to 8: C -1.32; H 0.39; H 0.34; H 0.28; C 2.57; H -1.53; H -0.33; C -1.58

Entry 9:
C26H25FMnN4OSeSi | ωB97M-V with the def2-TZVPD basis set

* E_LUMO (alpha / beta): -0.1786 / -0.1797 Eh
* ΔE to the lowest compared entry with this formula, charge and spin: 1.6 kcal per mole
* charge: +1
* 2S+1: 5

Cartesian coordinates (Å):
Mn: -0.291 0.450 -0.464
C: 1.655 1.501 -3.149
Si: 1.036 -0.267 -3.148
C: 2.182 -1.318 -4.186
C: -0.651 -0.373 -3.968
N: 0.797 -0.763 -1.469
C: 1.415 -1.759 -0.723
C: 2.534 -2.501 -1.119
C: 3.072 -3.485 -0.306
C: 2.532 -3.750 0.944
C: 1.440 -3.017 1.389
C: 0.911 -2.052 0.559
O: -0.159 -1.250 0.932
C: -0.773 -1.369 2.181
C: -0.438 -0.464 3.171
C: -1.130 -0.520 4.374
C: -2.125 -1.468 4.568
C: -2.435 -2.374 3.562
C: -1.758 -2.328 2.351
H: 1.746 1.888 -4.166
H: 2.643 1.554 -2.683
H: 1.015 2.182 -2.582
H: 2.066 -0.968 -5.216
H: 1.912 -2.375 -4.172
H: 3.237 -1.218 -3.933
H: -0.675 0.179 -4.910
H: -1.481 -0.019 -3.346
H: -0.864 -1.420 -4.200
H: 2.990 -2.311 -2.076
H: 3.930 -4.043 -0.655
H: 2.960 -4.514 1.578
H: 1.011 -3.190 2.367
H: 0.342 0.266 2.994
H: -0.885 0.179 5.163
H: -2.656 -1.506 5.510
H: -3.202 -3.120 3.720
H: -1.974 -3.020 1.548
Se: -2.120 3.123 -2.940
N: -3.780 3.049 -2.357
C: -3.777 2.348 -1.237
C: -4.904 2.008 -0.431
C: -4.675 1.230 0.659
C: -3.356 0.771 0.969
N: -2.292 1.080 0.279
C: -2.500 1.868 -0.820
N: -1.472 2.175 -1.585
H: -5.888 2.360 -0.709
H: -5.477 0.923 1.314
H: -3.208 0.132 1.834
F: 3.692 3.852 2.648
C: 2.840 3.112 1.923
C: 3.222 1.837 1.549
C: 2.338 1.073 0.799
C: 1.096 1.592 0.447
C: 0.739 2.881 0.831
C: 1.617 3.654 1.581
H: 4.195 1.463 1.838
H: 2.633 0.071 0.509
H: -0.222 3.302 0.559
H: 1.367 4.657 1.899

Atomic partial charges in e from the Mulliken method, atoms 1 to 8: Mn 0.04; C -0.85; Si 0.04; C -1.33; C -0.95; N 0.35; C -0.13; C -0.27

Entry 10:
C4H9HgO3 | ωB97M-V with the def2-TZVPD basis set

* E_LUMO (alpha / beta): -0.0583 / -0.0705 Eh
* ΔE to the lowest compared entry with this formula, charge and spin: 253.5 kcal per mole
* 2S+1: 2

Cartesian coordinates (Å):
C: 1.845 0.085 -2.073
O: 0.926 0.717 -1.279
H: 2.505 0.789 -2.610
H: 2.405 -0.689 -1.519
H: 1.256 -0.478 -2.845
O: -2.367 0.338 -0.035
C: -1.737 1.282 0.831
C: -0.285 0.875 1.454
O: 0.273 -0.429 1.869
C: -0.046 -1.652 1.066
Hg: -1.722 -1.428 -0.323
H: -2.364 1.223 1.748
H: -1.477 2.219 0.301
H: 0.642 1.248 0.363
H: -0.482 0.200 0.674
H: -0.278 -2.412 1.830
H: 0.904 -1.887 0.547

Atomic partial charges in e from the Mulliken method, atoms 1 to 8: C -0.57; O -0.34; H 0.25; H 0.26; H 0.24; O -0.82; C -0.08; C 0.25

Entry 11:
C4H6N2OS | ωB97M-V with the def2-TZVPD basis set

* E_LUMO: -0.0163 Eh
* ΔE to the lowest compared entry with this formula, charge and spin: 152.8 kcal per mole
* 2S+1: 1

Cartesian coordinates (Å):
C: -3.096 1.187 0.219
C: -2.526 -0.192 0.049
C: 0.649 -1.649 -0.166
C: 1.356 1.088 -0.289
H: -2.113 2.002 -0.329
H: -3.454 1.463 1.456
H: -4.100 1.148 -0.629
H: -3.127 -0.774 -0.566
H: 1.188 -2.661 -0.376
H: 0.370 0.831 -0.865
N: -1.209 -0.309 0.067
N: -0.661 -1.558 -0.364
O: 2.169 2.038 -0.215
S: 1.792 -0.490 0.389

Atomic partial charges in e from the Mulliken method, atoms 1 to 8: C -0.65; C -0.14; C 0.05; C 0.35; H 0.21; H 0.24; H 0.24; H 0.39

Entry 12:
C3H10N2 | ωB97M-V with the def2-TZVPD basis set

* E_LUMO: 0.0365 Eh
* ΔE to the lowest compared entry with this formula, charge and spin: 35.8 kcal per mole
* structure (SMILES): C[C@H](N)CN
* 2S+1: 1

Cartesian coordinates (Å):
C: -1.685 -0.566 -0.071
C: -0.464 0.204 0.335
N: -0.442 1.480 -0.337
C: 0.796 -0.670 -0.169
N: 2.015 0.159 -0.045
H: -2.707 -0.256 0.406
H: -1.728 -0.256 -1.165
H: -1.679 -1.696 -0.015
H: -0.293 0.335 1.406
H: -0.813 2.163 0.539
H: 0.572 1.793 -0.622
H: 0.616 -0.955 -1.288
H: 0.872 -1.673 0.362
H: 2.753 -0.514 -0.357
H: 2.186 0.454 1.018

Atomic partial charges in e from the Mulliken method, atoms 1 to 8: C -1.22; C 0.29; N -0.72; C -0.78; N -0.59; H 0.27; H 0.33; H 0.27

For each record above, in turn, the calculated electronic energy values are -344371.2413; -9740.9273; -18715.0049; -72079.8795; -13486.3640; -9336.8768; -129182.5579; -49589.9145; -142632.1275; -14598.0295; -20102.7165; -6251.8746 eV.